No. 1
Entry from the OMol25 dataset: a molecular structure, C8H20BCl3F4GeMgN5O5PS3 (the ωB97M-V functional and the def2-TZVPD basis).

calculated total energy = -179191.5299 eV
Kohn-Sham gap (spin up / spin down) = 7.28 / 6.79 eV
highest occupied orbital energy (spin up / spin down) = -0.2008 / -0.2123 Eh
energy relative to the best compared isomer or geometry (same formula, charge and spin) = 0.059 eV
lowest unoccupied orbital energy (spin up / spin down) = 1.8 / 1.0 eV

The geometry in ORCA input format:
```
! wB97M-V def2-TZVPD RIJCOSX def2/J DEFGRID3
* xyz -1 2
Mg 0.059 -0.983 -1.571
N -2.439 0.504 -0.886
N -3.202 -0.380 -0.134
C -2.745 -1.636 0.029
N -3.570 -2.541 0.570
N -1.490 -1.840 -0.346
N -1.006 -3.118 -0.407
O -0.054 -3.154 -1.177
O -1.433 -4.054 0.237
H -2.252 1.365 -0.395
H -2.876 0.679 -1.788
H -4.194 -0.223 -0.039
H -4.553 -2.387 0.423
H -3.260 -3.500 0.535
S 4.695 -2.888 -1.976
C 3.115 -2.303 -1.753
S 2.790 -2.695 -0.137
S 2.139 -1.588 -2.903
F -1.114 2.131 -4.034
B -0.364 2.189 -2.892
F -1.069 2.776 -1.835
F 0.862 2.796 -3.067
F -0.085 0.774 -2.476
C 3.263 -0.683 2.977
C 1.793 -0.471 3.252
O 1.309 0.704 2.573
P 0.235 0.477 1.364
O -0.194 2.022 1.147
C -1.331 2.520 1.855
C -0.913 3.270 3.101
O 1.171 0.317 0.037
C 2.097 1.426 -0.288
C 3.449 0.914 -0.712
H 3.643 -1.519 3.566
H 3.829 0.211 3.239
H 3.428 -0.917 1.928
H 1.606 -0.303 4.315
H 1.204 -1.341 2.943
H -2.003 1.689 2.105
H -1.854 3.175 1.155
H -0.373 2.616 3.786
H -1.792 3.667 3.614
H -0.262 4.104 2.841
H 2.182 2.028 0.616
H 1.608 2.012 -1.060
H 3.889 0.258 0.037
H 4.101 1.782 -0.834
H 3.411 0.386 -1.661
Cl -2.239 -2.626 -5.770
Ge -2.093 -1.796 -3.723
Cl -3.863 -0.348 -3.757
Cl -3.253 -3.495 -2.626
*
```


No. 2
Entry from the OMol25 dataset: 2 unconnected molecules or ions with the total composition C8H20BClO3S (the ωB97M-V functional and the def2-TZVPD basis).

calculated total energy = -38794.9386 eV
Kohn-Sham gap = 4.74 eV
highest occupied orbital energy = -0.1995 Eh
lowest unoccupied orbital energy = -0.7 eV

The geometry in ORCA input format:
```
! wB97M-V def2-TZVPD RIJCOSX def2/J DEFGRID3
* xyz 0 1
C -3.627 0.033 0.589
C -3.599 -0.879 -0.633
O -2.593 -0.560 -1.602
B -1.384 -0.282 -1.062
O -0.771 -0.970 -0.114
S -0.553 1.299 -1.762
C -1.042 2.675 -0.628
C 0.140 3.612 -0.243
C 1.032 3.096 0.891
Cl 2.234 1.925 0.284
H -3.574 1.074 0.287
H -2.913 -0.239 1.356
H -4.605 -0.098 1.045
H -3.546 -1.919 -0.334
H -4.547 -0.748 -1.139
H -0.650 -1.915 -0.395
H 0.790 1.092 -1.666
H -1.748 3.276 -1.185
H -1.519 2.284 0.257
H 0.732 3.889 -1.106
H -0.312 4.531 0.120
H 1.556 3.945 1.308
H 0.465 2.675 1.710
C 3.359 -3.611 0.600
C 2.528 -2.631 -0.255
C 2.269 -1.363 0.561
O 1.310 -3.194 -0.550
H 2.836 -3.887 1.518
H 3.578 -4.524 0.044
H 4.324 -3.164 0.891
H 3.197 -2.322 -1.102
H 1.707 -1.577 1.471
H 1.710 -0.641 -0.022
H 3.214 -0.879 0.864
*
```


No. 3
Entry from the OMol25 dataset: a molecular structure, C8H20ClLiO7 (the ωB97M-V functional and the def2-TZVPD basis).

calculated total energy = -35664.7506 eV
Kohn-Sham gap (spin up / spin down) = 11.43 / 5.11 eV
highest occupied orbital energy (spin up / spin down) = -0.5102 / -0.5102 Eh
lowest unoccupied orbital energy (spin up / spin down) = -2.5 / -8.8 eV

The geometry in ORCA input format:
```
! wB97M-V def2-TZVPD RIJCOSX def2/J DEFGRID3
* xyz 1 2
Li 0.374 -0.427 0.142
Cl 2.906 0.721 2.326
O 1.994 -0.224 1.779
O 3.794 1.054 1.239
O 2.183 1.802 2.893
O 3.610 0.130 3.466
C -0.314 3.256 -1.949
C 0.890 2.609 -2.637
C 1.407 1.681 -1.571
O 0.244 1.084 -1.046
C -0.702 2.172 -0.948
H -1.119 3.509 -2.639
H -0.115 4.200 -1.442
H 1.626 3.383 -2.854
H 0.562 1.979 -3.464
H 2.121 2.166 -0.905
H 2.035 0.999 -2.144
H -0.763 2.553 0.072
H -1.661 1.791 -1.300
C -0.597 -3.534 -0.395
C 0.497 -3.168 -1.315
O 0.958 -1.875 -0.987
H -1.461 -2.870 -0.406
H -0.300 -3.533 0.654
H -0.957 -4.492 -0.771
H 0.256 -3.235 -2.376
H 1.282 -3.914 -1.190
H 1.845 -1.729 -1.325
C -2.765 -0.329 2.846
C -1.924 -1.168 1.872
O -1.527 -0.340 0.806
H -2.956 -0.928 3.737
H -3.690 0.089 2.447
H -2.047 0.417 3.185
H -2.385 -2.107 1.566
H -1.009 -1.429 2.403
H -2.293 -0.291 0.230
*
```


So what do the calculations give for max |F|? Going down the list: 0.0171 0.0326 0.0890 Eh/bohr.